a) {
  "formula": "C2H2S4",
  "method": "ωB97M-V with the def2-TZVPD basis set",
  "species": ["S", "C", "S", "S", "C", "S", "H", "H"],
  "coordinates": [[-1.784, -1.159, -1.132], [-1.788, -0.423, 0.313], [-2.076, 0.336, 1.638], [0.210, 0.993, 2.372], [0.880, 0.478, 0.982], [2.520, 0.484, 0.632], [-3.122, -1.327, -1.375], [3.118, 1.019, 1.728]],
  "lumo_ev": -0.409,
  "charge": 0
}

---

b) {
  "formula": "C2H2S4",
  "method": "ωB97M-V with the def2-TZVPD basis set",
  "species": ["S", "C", "S", "C", "S", "S", "H", "H"],
  "coordinates": [[0.982, 1.899, -0.158], [0.741, 0.271, -0.029], [1.974, -1.032, -0.003], [-0.755, -0.266, -0.134], [-1.245, -1.843, -0.161], [-1.959, 1.026, 0.044], [1.150, -2.126, 0.447], [-0.888, 2.070, -0.006]],
  "lumo_ev": -2.120,
  "charge": 0
}

---

Which one is most stable, and which one is least stable? b) is the most stable of them, while a) is the least stable.

---

a) {
  "formula": "HN2O2",
  "method": "ωB97M-V with the def2-TZVPD basis set",
  "species": ["N", "N", "O", "O", "H"],
  "coordinates": [[-0.941, -0.621, -0.010], [0.271, -0.369, 0.036], [1.190, -1.162, -0.049], [0.971, 1.914, -0.032], [-1.490, 0.238, 0.055]],
  "lumo_ev": [3.786, 5.231],
  "charge": -1
}

---

b) {
  "formula": "HN2O2",
  "method": "ωB97M-V with the def2-TZVPD basis set",
  "species": ["N", "N", "O", "O", "H"],
  "coordinates": [[-1.073, 1.573, 0.057], [0.681, -0.540, 0.102], [0.654, -1.504, -0.657], [1.005, -0.568, 1.278], [-1.267, 1.039, -0.780]],
  "lumo_ev": [3.624, 3.829],
  "charge": -1
}

---

Which one is most stable, and which one is least stable? a) is the most stable of them, while b) is the least stable.

---

a) {
  "formula": "C2H8N3O2",
  "method": "ωB97M-V with the def2-TZVPD basis set",
  "species": ["C", "N", "O", "C", "N", "N", "O", "H", "H", "H", "H", "H", "H", "H", "H"],
  "coordinates": [[-2.150, 0.202, -0.053], [-0.788, -0.327, -0.139], [-0.704, -1.721, -0.167], [0.408, 0.242, -0.194], [0.707, 1.526, -0.133], [1.661, -0.740, 0.159], [2.825, -0.024, -0.119], [-2.025, 1.153, 0.244], [-2.622, 0.247, -0.965], [-2.651, -0.356, 0.626], [-1.360, -2.047, 0.467], [1.678, 1.676, 0.098], [-0.010, 2.156, 0.107], [1.472, -1.594, -0.347], [3.560, -0.393, 0.413]],
  "lumo_ev": -3.467,
  "charge": 1
}

---

b) {
  "formula": "C2H8N3O2",
  "method": "ωB97M-V with the def2-TZVPD basis set",
  "species": ["C", "C", "N", "N", "N", "O", "O", "H", "H", "H", "H", "H", "H", "H", "H"],
  "coordinates": [[-1.097, 1.686, 0.547], [0.209, 1.025, 0.489], [0.272, -0.153, -0.356], [1.401, -3.321, -1.068], [0.806, -1.264, -0.108], [1.881, -3.690, 0.042], [1.440, -1.656, 0.869], [-1.754, 1.420, 1.352], [-1.219, 2.690, 0.779], [-1.683, 1.663, -0.358], [0.861, 1.721, 0.090], [0.777, 0.749, 1.423], [-0.125, 0.041, -1.300], [0.413, -3.413, -1.012], [2.828, -3.477, 0.028]],
  "lumo_ev": [-6.440, -6.446],
  "charge": 1
}

---

c) {
  "formula": "C2H8N3O2",
  "method": "ωB97M-V with the def2-TZVPD basis set",
  "species": ["C", "C", "N", "N", "N", "O", "O", "H", "H", "H", "H", "H", "H", "H", "H"],
  "coordinates": [[-2.915, -0.466, -1.193], [2.770, 1.543, -0.318], [-1.120, -1.011, 0.221], [1.394, -1.535, 0.654], [1.567, -0.375, 0.114], [-2.046, -0.255, -0.083], [2.751, 0.183, 0.095], [-3.872, -0.232, -0.683], [-2.959, -1.451, -1.493], [-2.417, 0.205, -1.982], [3.655, 1.648, -0.779], [2.710, 2.279, 0.470], [1.981, 1.771, -1.081], [2.149, -2.135, 0.923], [0.411, -1.828, 0.896]],
  "lumo_ev": [-5.690, -5.691],
  "charge": 1
}

---

Which one is most stable, and which one is least stable? a) is the most stable of them, while c) is the least stable.

---

a) {
  "formula": "C4H13NOS",
  "method": "ωB97M-V with the def2-TZVPD basis set",
  "species": ["C", "C", "C", "C", "S", "N", "H", "H", "H", "H", "H", "H", "H", "H", "H", "H", "H", "H", "H", "O"],
  "coordinates": [[-0.618, -2.132, -1.359], [-0.258, -0.940, -0.496], [1.277, -0.830, -0.337], [1.675, 0.339, 0.581], [0.728, 0.516, 2.123], [-0.808, 0.275, -1.063], [-0.067, -3.031, -1.045], [-1.681, -2.380, -1.284], [-0.356, -2.014, -2.412], [-0.689, -1.127, 0.499], [1.746, -0.766, -1.319], [1.498, -1.790, 0.144], [1.619, 1.286, 0.030], [2.744, 0.363, 0.813], [0.820, 1.878, 2.103], [-0.823, 1.029, -0.391], [-1.743, 0.176, -1.427], [-1.810, 3.780, 1.325], [-1.442, 2.565, 2.194], [-1.811, 2.804, 1.322]],
  "spin_multiplicity": 2,
  "lumo_ev": [3.340, 3.358],
  "charge": -1,
  "s2": 0.751
}

---

b) {
  "formula": "C4H13NOS",
  "method": "ωB97M-V with the def2-TZVPD basis set",
  "species": ["C", "N", "C", "C", "S", "C", "H", "H", "H", "H", "H", "H", "H", "H", "H", "H", "H", "H", "H", "O"],
  "coordinates": [[0.025, 0.343, -0.940], [0.144, 1.109, 0.296], [1.457, 1.190, 0.837], [1.937, -0.108, 1.516], [0.660, -0.935, 2.545], [-1.263, 0.604, -1.713], [0.867, 0.510, -1.631], [0.020, -0.704, -0.620], [-0.425, 1.939, 0.223], [1.538, 1.987, 1.572], [2.194, 1.324, 0.021], [2.233, -0.889, 0.827], [2.787, 0.104, 2.163], [0.071, 0.151, 3.101], [-2.038, -0.049, -1.306], [-1.684, 1.604, -1.569], [-1.069, 0.382, -2.757], [-2.015, -3.223, -0.324], [-3.197, -2.589, -1.101], [-2.242, -2.750, -1.140]],
  "spin_multiplicity": 2,
  "lumo_ev": [3.125, 3.288],
  "charge": -1,
  "s2": 0.751
}

---

Which one is most stable, and which one is least stable? a) is the most stable of them, while b) is the least stable.

---

a) {
  "formula": "C2HIO2",
  "method": "ωB97M-V with the def2-TZVPD basis set",
  "species": ["C", "C", "O", "O", "I", "H"],
  "coordinates": [[0.741, -2.593, -0.880], [0.162, 1.181, 0.498], [-0.277, -2.119, -0.898], [0.847, 0.770, -0.353], [-1.947, 0.858, 0.305], [0.474, 1.903, 1.328]],
  "lumo_ev": 0.154,
  "charge": 0
}

---

b) {
  "formula": "C2HIO2",
  "method": "ωB97M-V with the def2-TZVPD basis set",
  "species": ["O", "C", "C", "O", "I", "H"],
  "coordinates": [[-1.223, 0.014, 1.391], [-0.880, 0.203, 0.270], [0.562, -0.460, -0.318], [0.764, -1.579, -0.664], [2.171, 0.932, -0.246], [-1.394, 0.891, -0.433]],
  "lumo_ev": -0.161,
  "charge": 0
}

---

Which one is most stable, and which one is least stable? a) is the most stable of them, while b) is the least stable.